Computed, not measured: a cluster of 3 separate species, C3H9NO2 in total in a non-equilibrium geometry, with ωB97M-V/def2-TZVPD.

Last column: Löwdin spin population.
Element x y z (Å)
C (1.02, -2.17, 1.25)  0.069
N (-0.10, -2.51, 0.65)  0.906
C (0.72, 2.26, -0.15)  -0.015
C (-0.82, -1.54, -0.11)  0.139
O (1.46, -1.00, 1.43)  0.736
H (1.53, -2.95, 1.84)  0.021
H (0.71, 2.44, -1.23)  -0.006
H (1.38, 3.08, 0.13)  -0.005
H (-0.29, 2.37, 0.22)  -0.002
H (-1.72, -1.17, 0.45)  0.031
H (-1.14, -1.92, -1.10)  0.042
H (-0.23, -0.67, -0.37)  0.029
H (0.87, 1.18, 0.01)  0.005
H (-1.95, 1.42, -1.91)  -0.017
O (-1.44, 1.18, -1.11)  -0.934

Results
E_LUMO (alpha / beta) = -5.73 / -10.05 eV
Multiplicity = 2
Energy relative to the best compared isomer or geometry (same formula, charge and spin) = 698.9 kJ/mol
Strongest force on any atom = 0.0788 hartree/bohr
Charge = +1

---

Computed, not measured: a cluster of 2 separate species, C3H9NO2S in total, with ωB97M-V/def2-TZVPD.

Last column: natural (NBO) charge in e.
Element x y z (Å)
C (1.11, 0.50, -0.28)  -0.039
O (1.40, 0.57, -1.63)  -0.949
C (-0.16, -0.33, 0.05)  -0.095
C (-0.36, -0.49, 1.56)  -0.509
S (-1.52, 0.68, 2.42)  -0.795
N (-1.33, 0.19, -0.66)  -0.884
H (1.92, 0.03, 0.32)  0.089
H (0.92, 1.51, 0.12)  0.119
H (0.06, -1.31, -0.37)  0.156
H (0.60, -0.36, 2.06)  0.176
H (-0.66, -1.51, 1.79)  0.164
H (-1.70, 0.94, -0.07)  0.370
H (-0.93, 0.61, -1.50)  0.357
H (1.78, -0.57, -2.35)  0.503
H (1.52, -1.36, -3.69)  0.422
O (2.10, -1.46, -2.92)  -1.087

Results
E_LUMO = 6.20 eV
Energy relative to the best compared isomer or geometry (same formula, charge and spin) = 25.6 kJ/mol
Strongest force on any atom = 0.0149 hartree/bohr
Charge = -2

---

Computed, not measured: a cluster of 2 separate species, C3H9NO2S in total in a non-equilibrium geometry, with ωB97M-V/def2-TZVPD.

Last column: natural (NBO) charge in e.
Element x y z (Å)
N (1.29, 0.35, -1.64)  -0.889
C (0.18, -0.49, -2.02)  -0.177
C (0.53, -1.98, -2.14)  0.464
O (1.62, -2.44, -2.08)  -0.498
C (-0.98, -0.32, -1.02)  -0.546
S (-2.25, 0.92, -1.30)  -0.036
H (2.21, -0.05, -1.57)  0.397
H (1.23, 1.34, -1.57)  0.387
H (-0.18, -0.15, -2.99)  0.208
H (-0.43, -2.50, -2.33)  0.100
H (-0.51, -0.14, -0.06)  0.240
H (-1.59, -1.22, -0.87)  0.224
H (-3.30, 0.20, -1.74)  0.126
O (1.07, 2.21, 7.38)  -0.921
H (0.36, 2.80, 7.15)  0.460
H (0.77, 1.47, 6.79)  0.461

Results
E_LUMO = 0.72 eV
SMILES string = N[C@@H](C=O)CS.O
Energy relative to the best compared isomer or geometry (same formula, charge and spin) = 221.4 kJ/mol
Strongest force on any atom = 0.0456 hartree/bohr

---

Computed, not measured: a cluster of 2 separate species, C3H9NO2S in total in a non-equilibrium geometry, with ωB97M-V/def2-TZVPD.

Last column: natural (NBO) charge in e.
Element x y z (Å)
N (-1.28, -0.38, 0.07)  -0.885
C (-0.01, -1.06, 0.45)  -0.153
C (0.31, -0.98, 2.05)  0.428
O (1.45, -1.15, 2.41)  -0.515
C (1.24, -0.52, -0.37)  -0.574
S (1.68, -1.08, -1.99)  -0.044
H (-2.06, -0.93, 0.29)  0.388
H (-1.09, 0.68, 0.23)  0.395
H (0.06, -2.22, 0.23)  0.225
H (-0.62, -0.80, 2.64)  0.122
H (1.29, 0.61, -0.49)  0.202
H (2.03, -0.53, 0.30)  0.257
H (0.51, -1.39, -2.74)  0.152
O (-1.48, 3.45, -0.88)  -0.941
H (-1.49, 2.65, -1.45)  0.473
H (-0.54, 3.65, -0.74)  0.471

Results
E_LUMO = 0.41 eV
SMILES string = N[C@H](C=O)CS.O
Energy relative to the best compared isomer or geometry (same formula, charge and spin) = 314.3 kJ/mol
Strongest force on any atom = 0.0928 hartree/bohr

---

Computed, not measured: a cluster of 2 separate species, C3H9NO3 in total in a non-equilibrium geometry, with ωB97M-V/def2-TZVPD.

Last column: natural (NBO) charge in e.
Element x y z (Å)
C (1.29, -0.56, -1.33)  -0.722
C (2.18, -0.28, -0.13)  0.677
O (3.15, -0.98, 0.02)  -0.600
N (1.65, 0.39, 0.94)  -0.638
C (0.55, 1.29, 0.99)  0.110
O (-0.15, 0.99, 2.18)  -0.739
H (0.67, -1.41, -1.01)  0.241
H (0.70, 0.23, -1.78)  0.217
H (1.91, -0.95, -2.13)  0.242
H (2.04, 0.20, 1.86)  0.414
H (0.81, 2.35, 1.01)  0.147
H (-0.14, 1.14, 0.14)  0.167
H (-0.45, 1.75, 2.70)  0.483
O (-4.75, -0.97, -1.34)  -0.920
H (-4.03, -1.53, -1.00)  0.460
H (-5.43, -1.64, -1.12)  0.460

Results
E_LUMO = 0.51 eV
SMILES string = CC(=O)NCO.O
Energy relative to the best compared isomer or geometry (same formula, charge and spin) = 141.4 kJ/mol
Strongest force on any atom = 0.0392 hartree/bohr

---

Computed, not measured: a structure of composition C3H9NO3 in a non-equilibrium geometry, with ωB97M-V/def2-TZVPD.

Last column: natural (NBO) charge in e.
Element x y z (Å)
C (-0.41, 1.40, -0.25)  -0.159
C (-1.32, -1.06, -0.40)  -0.701
C (-0.42, -0.11, 0.35)  0.558
O (0.33, 2.23, 0.60)  -0.726
O (-0.17, -0.22, 1.55)  -0.730
H (0.35, 1.78, 1.46)  0.489
H (-0.07, 1.53, -1.28)  0.168
H (-1.47, 1.71, -0.25)  0.171
H (-2.35, -0.86, -0.10)  0.235
H (-1.09, -2.09, -0.12)  0.228
H (-1.23, -0.93, -1.47)  0.211
N (1.34, -0.63, -0.42)  -0.444
O (2.13, -0.88, 0.71)  -0.565
H (1.49, -0.77, 1.46)  0.491
H (1.39, -1.44, -1.04)  0.383
H (1.51, 0.35, -0.78)  0.390

Results
E_LUMO = 0.72 eV
Energy relative to the best compared isomer or geometry (same formula, charge and spin) = 339.7 kJ/mol
Strongest force on any atom = 0.0453 hartree/bohr

---

Computed, not measured: a cluster of 2 separate species, C3H9NO3 in total, with ωB97M-V/def2-TZVPD.

Last column: natural (NBO) charge in e.
Element x y z (Å)
O (2.27, 1.50, -0.53)  -0.644
C (1.07, 1.40, -0.67)  0.542
N (0.44, 0.32, -1.19)  -0.600
C (-0.98, 0.09, -1.01)  -0.233
C (-1.27, -0.67, 0.27)  -0.072
O (-2.68, -0.87, 0.32)  -0.722
H (0.38, 2.21, -0.40)  0.111
H (1.04, -0.49, -1.31)  0.402
H (-1.49, 1.05, -0.98)  0.207
H (-1.36, -0.47, -1.86)  0.208
H (-0.74, -1.63, 0.27)  0.165
H (-0.91, -0.09, 1.13)  0.172
H (-2.88, -1.34, 1.13)  0.473
O (2.04, -0.53, 1.53)  -0.972
H (2.60, -0.64, 2.31)  0.470
H (2.48, 0.15, 0.99)  0.494

Results
E_LUMO = 0.78 eV
SMILES string = O=CNCCO.O
Energy relative to the best compared isomer or geometry (same formula, charge and spin) = 90.8 kJ/mol
Strongest force on any atom = 0.0075 hartree/bohr

---

Computed, not measured: a cluster of 2 separate species, C3H9NO3 in total, with ωB97M-V/def2-TZVPD.

Last column: natural (NBO) charge in e.
Element x y z (Å)
O (-0.47, -1.22, -2.49)  -0.537
C (-0.29, -0.23, -1.82)  0.446
C (0.50, -0.21, -0.53)  -0.373
N (0.95, 1.12, -0.19)  -0.648
C (0.44, 1.72, 0.99)  0.096
O (0.96, 1.18, 2.21)  -0.741
H (-0.75, 0.73, -2.14)  0.106
H (1.27, -0.99, -0.62)  0.219
H (-0.24, -0.59, 0.18)  0.254
H (1.95, 1.25, -0.26)  0.375
H (0.76, 2.76, 0.98)  0.172
H (-0.65, 1.68, 1.00)  0.156
H (1.34, 0.31, 2.03)  0.468
O (-1.62, -2.39, 0.45)  -0.947
H (-2.53, -2.05, 0.45)  0.473
H (-1.63, -3.08, -0.23)  0.481

Results
E_LUMO = 0.68 eV
SMILES string = O=CCNCO.O
Energy relative to the best compared isomer or geometry (same formula, charge and spin) = 191.3 kJ/mol
Strongest force on any atom = 0.0153 hartree/bohr